No. 1
Below is an isolated molecule of C24H29ClF16N2O7S2 at a distorted geometry, with properties calculated with wB97M-V/def2-TZVPD.

Each line ends with the Löwdin charge.
CARTESIAN COORDINATES (ANGSTROEM)
C1 4.561 3.784 0.263  -0.1888
C2 3.497 2.650 0.839  -0.5084
S1 3.320 1.183 -0.372  0.7893
C3 1.474 1.084 -0.859  -0.3716
C4 0.862 -0.254 -0.134  -0.2005
C5 -0.388 -0.132 0.919  -0.1515
C6 -1.855 0.400 0.422  -0.1026
C7 -1.935 2.027 0.138  -0.0511
C8 -2.320 2.397 -1.411  -0.1654
F1 -1.656 1.402 -2.333  -0.0161
F2 -1.683 3.718 -1.775  -0.0016
C9 -3.923 2.329 -1.766  -0.0820
F3 -4.049 2.909 -3.156  0.0246
F4 -4.398 0.903 -1.922  0.0392
C10 -4.888 3.245 -0.813  -0.0839
F5 -4.151 4.481 -0.376  0.0346
F6 -5.988 3.760 -1.713  0.0359
C11 -5.642 2.452 0.405  -0.0869
F7 -6.921 1.911 -0.192  0.0375
F8 -4.924 1.273 0.938  0.0413
C12 -6.161 3.463 1.626  -0.0677
F9 -7.384 2.779 2.190  0.0344
F10 -6.675 4.775 1.099  0.0553
C13 -5.108 3.606 2.868  -0.1394
F11 -3.788 4.182 2.523  0.0447
F12 -5.736 4.584 3.834  0.0321
F13 -4.900 2.359 3.662  0.0475
N1 -0.660 -1.628 1.190  -0.0370
C14 -0.654 -2.090 2.650  -0.0245
C15 0.678 -1.675 3.491  -0.1868
O1 0.305 -0.687 4.526  -0.0707
C16 1.482 -2.883 4.233  -0.1844
F14 0.923 -4.239 4.070  0.0416
F15 2.894 -2.882 3.724  0.0015
F16 1.527 -2.598 5.699  0.0178
C17 -0.010 -2.561 0.147  -0.2538
N2 0.932 -3.524 0.834  0.0853
C18 -1.259 -3.534 -0.271  -0.3726
O2 -2.268 -3.242 -1.093  -0.0935
O3 -1.321 -4.888 0.373  -0.2100
C19 0.753 -1.665 -1.027  -0.2177
C20 2.259 -2.243 -1.315  -0.1454
C21 3.052 -1.547 -2.567  -0.1718
C22 4.665 -1.559 -2.164  -0.2408
S2 5.768 -2.260 -3.531  0.7981
O4 5.364 -1.820 -4.958  -0.3639
O5 5.973 -3.803 -3.374  -0.3714
O6 7.337 -1.563 -3.254  -0.2319
C23 0.004 -1.424 -2.463  -0.1016
C24 -0.008 -2.728 -3.467  -0.5480
O7 0.179 -4.001 -3.113  -0.0395
Cl1 -0.281 -2.330 -5.296  0.5345
H1 4.527 4.769 0.893  0.0798
H2 4.268 3.951 -0.880  0.0814
H3 5.678 3.393 0.276  0.0839
H4 3.980 2.216 1.840  0.0851
H5 2.460 3.107 1.149  0.0825
H6 1.017 2.100 -0.496  0.0773
H7 1.425 1.084 -2.029  0.0815
H8 1.755 -0.547 0.603  0.0999
H9 -0.145 0.479 1.915  0.1833
H10 -2.603 0.204 1.331  0.1329
H11 -2.319 -0.231 -0.479  0.1410
H12 -0.886 2.470 0.495  0.1367
H13 -2.733 2.582 0.828  0.1151
H14 -1.685 -1.741 0.958  0.1501
H15 -0.945 -3.221 2.663  0.1624
H16 -1.570 -1.514 3.155  0.1664
H17 1.445 -1.145 2.759  0.1659
H18 -0.520 -1.022 5.013  0.1372
H19 1.222 -4.321 0.227  0.1213
H20 1.736 -3.052 1.302  0.0768
H21 2.883 -2.166 -0.324  0.1063
H22 2.193 -3.406 -1.562  0.1446
H23 2.924 -2.241 -3.530  0.1388
H24 2.664 -0.490 -2.884  0.1054
H25 5.091 -0.483 -1.931  0.0738
H26 4.874 -2.237 -1.209  0.1331
H27 7.124 -0.728 -2.708  0.0892
H28 0.403 -0.519 -3.092  0.1083
H29 -1.134 -1.183 -2.227  0.1277

As for the calculated total energy: -120323.377 eV. Its net charge is 0. The calculation puts the max |F| at 9.38 eV/Å. Its HOMO energy is -8.0935 eV. The value obtained for the gap between HOMO and LUMO is 6.63 eV. The structure (SMILES) is CCSC[C@H]1[C@@H](CCC(F)(F)C(F)(F)C(F)(F)C(F)(F)C(F)(F)C(F)(F)F)[N@H+](C[C@@H](O)C(F)(F)F)[C@@](N)(C(=O)[O-])[C@@]1(CCCS(=O)(=O)O)CC(=O)Cl.



No. 2
Below is a 2-piece molecular cluster, C5H13NO overall, with properties calculated with wB97M-V/def2-TZVPD.

Each line ends with the Löwdin charge.
CARTESIAN COORDINATES (ANGSTROEM)
C1 -1.180 -1.821 1.984  -0.1307
N1 -0.927 -1.480 0.598  -0.2062
C2 0.219 -2.231 0.061  -0.2045
C3 1.151 -1.230 -0.641  -0.1774
C4 0.857 0.060 0.101  -0.1881
C5 -0.634 -0.025 0.454  -0.1763
H1 -1.381 -2.895 2.085  0.0831
H2 -2.099 -1.327 2.316  0.0833
H3 -0.345 -1.611 2.659  0.0833
H4 0.769 -2.759 0.840  0.1052
H5 -0.114 -2.993 -0.642  0.1063
H6 0.943 -1.136 -1.710  0.1083
H7 2.179 -1.571 -0.507  0.1051
H8 1.196 0.972 -0.380  0.1020
H9 1.434 0.094 1.023  0.1028
H10 -0.834 0.423 1.423  0.1003
H11 -1.247 0.451 -0.301  0.1034
O1 0.159 6.384 -3.457  -0.0622
H12 0.622 6.157 -2.642  0.0334
H13 -0.768 6.539 -3.264  0.0289

As for the calculated total energy: -8932.805 eV. Its net charge is 0. For the relative energy (zero: lowest compared OMol25 entry of this formula, charge and spin), the calculation gives 116.4 kJ/mol. The calculation puts the max |F| at 1.00 eV/Å. Its HOMO energy is -8.4049 eV. The value obtained for the gap between HOMO and LUMO is 9.24 eV. The structure (SMILES) is CN1CCCC1.O.



No. 3
Below is C12H3ClF10O5PbS as an isolated structure at a distorted geometry, with properties calculated with wB97M-V/def2-TZVPD.

Each line ends with the Löwdin charge.
CARTESIAN COORDINATES (ANGSTROEM)
O1 3.176 -2.678 0.374  0.2306
C1 3.525 -1.929 -0.457  -0.5250
F1 3.559 -2.175 -1.725  0.2269
C2 3.932 -0.522 -0.147  -0.0691
C3 2.706 0.376 -0.098  -0.1825
C4 1.586 0.088 -0.786  0.1923
C5 0.438 1.046 -0.751  -0.3334
O2 -0.152 1.350 -1.739  0.2561
C6 0.221 1.685 0.574  -0.1250
S1 -1.436 2.009 1.209  0.7832
O3 -1.334 2.010 2.626  -0.2441
O4 -1.953 3.129 0.518  -0.1724
C7 -2.299 0.381 0.821  -0.4075
F2 -1.306 -0.551 0.927  0.1026
F3 -3.142 0.242 1.836  0.1679
C8 -3.064 0.238 -0.552  -0.3623
F4 -4.380 0.180 -0.284  0.1898
F5 -2.825 1.301 -1.328  0.1646
C9 -2.699 -1.055 -1.351  -0.3098
F6 -1.353 -1.108 -1.542  0.1251
F7 -3.284 -0.912 -2.553  0.1874
C10 -3.211 -2.394 -0.701  -0.5331
F8 -2.222 -3.291 -0.762  0.1863
F9 -4.268 -2.838 -1.347  0.2280
F10 -3.516 -2.183 0.584  0.1851
C11 1.343 2.005 1.213  -0.5837
Cl1 1.504 2.728 2.759  0.8924
C12 2.657 1.660 0.649  -0.5945
O5 3.657 2.321 0.909  0.0416
H1 4.447 -0.652 0.826  0.0395
H2 4.685 -0.151 -0.833  0.1664
H3 1.475 -0.774 -1.425  0.1670
Pb1 3.532 0.461 2.556  1.9097

As for the calculated total energy: -78486.609 eV. Its net charge is +2. The calculation puts the max |F| at 2.41 eV/Å. Its HOMO energy is -17.6166 eV. The value obtained for the gap between HOMO and LUMO is 5.98 eV.



No. 4
Below is a 2-piece molecular cluster, C6H13NO overall, with properties calculated with wB97M-V/def2-TZVPD.

Each line ends with the Löwdin charge.
CARTESIAN COORDINATES (ANGSTROEM)
H1 2.325 0.556 -0.859  0.0476
N1 1.476 0.582 -1.424  0.0839
C1 1.013 -0.548 -1.717  -0.3262
C2 1.517 -1.892 -1.319  -0.0780
H2 0.117 -0.552 -2.329  0.1010
H3 0.764 -2.372 -0.693  0.0607
H4 1.659 -2.513 -2.201  0.0735
H5 2.452 -1.818 -0.765  0.0754
C3 -1.447 1.742 -0.148  -0.0968
C4 -1.865 0.710 0.902  -0.1819
C5 -0.820 -0.374 1.062  -0.4747
C6 0.440 0.043 1.771  -0.0159
O1 -0.995 -1.493 0.651  0.0671
H6 -2.271 2.436 -0.320  0.0728
H7 -1.200 1.258 -1.087  0.0576
H8 -0.577 2.313 0.187  0.0712
H9 -2.800 0.237 0.593  0.1142
H10 -2.023 1.210 1.862  0.1136
H11 0.924 0.830 1.201  0.0645
H12 1.115 -0.796 1.876  0.0822
H13 0.197 0.443 2.756  0.0882

As for the calculated total energy: -9969.948 eV. Its net charge is 0. For the relative energy (zero: lowest compared OMol25 entry of this formula, charge and spin), the calculation gives 118.4 kJ/mol. The calculation puts the max |F| at 0.86 eV/Å. Its HOMO energy is -9.5785 eV. The value obtained for the gap between HOMO and LUMO is 10.57 eV. The structure (SMILES) is [H]/N=C\C.CCC(C)=O.



No. 5
Below is C31H26N5O7PPb as an isolated structure, with properties calculated with wB97M-V/def2-TZVPD.

Each line ends with the Löwdin charge.
CARTESIAN COORDINATES (ANGSTROEM)
Pb1 0.289 1.637 0.186  1.4095
O1 3.013 -0.496 2.522  0.1005
C1 2.526 -0.172 1.466  -0.5466
O2 1.244 0.113 1.323  -0.1773
C2 3.367 -0.193 0.212  -0.0402
C3 4.427 -1.070 0.195  0.0812
C4 5.201 -1.207 -0.946  -0.1272
C5 4.919 -0.501 -2.088  0.0774
C6 3.867 0.396 -2.070  -0.0456
C7 3.090 0.630 -0.908  -0.2666
O3 2.192 1.570 -0.887  -0.1935
N1 3.572 1.072 -3.346  -0.3262
O4 4.117 0.645 -4.344  0.0782
O5 2.846 2.054 -3.349  0.0593
N2 6.335 -2.143 -0.946  -0.3574
O6 6.540 -2.774 0.070  0.0808
O7 7.000 -2.227 -1.959  0.0753
H1 4.645 -1.649 1.080  0.1370
H2 5.501 -0.641 -2.986  0.1325
N3 -1.035 1.942 -2.791  -0.0248
N4 0.040 2.557 -2.077  -0.1025
H3 -1.452 2.599 -3.439  0.0762
H4 -1.720 1.650 -2.097  0.0157
H5 -0.075 3.563 -1.981  0.1025
H6 0.926 2.373 -2.543  0.0519
N5 -1.571 0.829 -0.028  -0.3581
P1 -1.879 -0.713 0.143  0.7713
C8 -1.310 -1.417 1.699  -0.3224
C9 -1.546 -0.673 2.858  -0.0969
C10 -1.076 -1.119 4.080  -0.0659
C11 -0.361 -2.308 4.154  -0.0660
C12 -0.125 -3.052 3.008  -0.0621
C13 -0.601 -2.611 1.780  -0.0631
C14 -3.671 -0.929 0.094  -0.2921
C15 -4.359 -1.631 1.079  -0.0704
C16 -5.743 -1.753 1.009  -0.0741
C17 -6.437 -1.178 -0.043  -0.0795
C18 -5.753 -0.481 -1.034  -0.0749
C19 -4.376 -0.356 -0.966  -0.0772
C20 -1.239 -1.804 -1.145  -0.2918
C21 -1.894 -2.995 -1.460  -0.0774
C22 -1.358 -3.854 -2.407  -0.0710
C23 -0.168 -3.527 -3.046  -0.0710
C24 0.485 -2.341 -2.743  -0.0587
C25 -0.051 -1.481 -1.796  -0.0709
H7 -2.079 0.269 2.789  0.1069
H8 -1.247 -0.532 4.974  0.1066
H9 0.025 -2.648 5.107  0.1071
H10 0.443 -3.971 3.066  0.1079
H11 -0.393 -3.185 0.886  0.1052
H12 -3.819 -2.083 1.901  0.1043
H13 -6.274 -2.298 1.778  0.1058
H14 -7.515 -1.272 -0.095  0.1047
H15 -6.296 -0.036 -1.857  0.1050
H16 -3.843 0.189 -1.735  0.1017
H17 -2.825 -3.248 -0.965  0.1098
H18 -1.869 -4.777 -2.650  0.1060
H19 0.249 -4.198 -3.787  0.1070
H20 1.406 -2.081 -3.249  0.1084
H21 0.455 -0.549 -1.576  0.0678
C26 0.520 5.935 2.541  -0.0805
C27 1.590 5.531 1.753  -0.0772
C28 1.545 4.312 1.087  -0.1125
C29 0.415 3.515 1.226  -0.2908
C30 -0.664 3.907 2.009  -0.1235
C31 -0.603 5.128 2.671  -0.0812
H22 0.562 6.885 3.059  0.1051
H23 2.466 6.162 1.660  0.1070
H24 2.383 3.987 0.480  0.1016
H25 -1.543 3.279 2.103  0.0944
H26 -1.433 5.447 3.288  0.1057

As for the calculated total energy: -68882.108 eV. Its net charge is 0. For the relative energy (zero: lowest compared OMol25 entry of this formula, charge and spin), the calculation gives 174.6 kJ/mol. The calculation puts the max |F| at 0.56 eV/Å. Its HOMO energy is -8.9719 eV. The value obtained for the gap between HOMO and LUMO is 8.64 eV.



No. 6
Below is C8H18N3O9PbS as an isolated structure at a distorted geometry, with properties calculated with wB97M-V/def2-TZVPD.

Each line ends with the Löwdin charge.
CARTESIAN COORDINATES (ANGSTROEM)
Pb1 -1.563 -4.238 0.934  1.6743
N1 -1.468 -1.501 0.838  -0.5457
O1 -1.993 -2.201 1.774  -0.2074
O2 -0.798 -2.169 -0.007  -0.1706
O3 -1.596 -0.323 0.771  0.1572
C1 -0.783 1.417 -3.257  -0.1920
C2 -1.950 1.047 -2.357  -0.1772
O4 -3.150 1.520 -2.976  -0.1945
S1 -2.838 2.115 -4.458  0.6301
O5 -2.793 3.529 -4.406  -0.2057
O6 -3.701 1.475 -5.375  -0.2096
O7 -1.345 1.487 -4.554  -0.1783
H1 -0.028 0.659 -3.056  0.1319
H2 -0.344 2.396 -3.060  0.1215
H3 -1.924 1.426 -1.340  0.1144
H4 -2.040 -0.042 -2.408  0.1221
C3 1.782 0.912 0.545  -0.0036
C4 0.853 2.060 0.282  -0.5544
O8 0.871 2.682 -0.771  0.0488
N2 0.059 2.498 1.283  -0.0026
C5 -0.889 3.591 1.400  -0.0539
H5 2.346 0.966 1.473  0.0802
H6 2.463 0.888 -0.308  0.0905
H7 1.313 -0.068 0.395  0.0576
H8 0.030 1.915 2.105  0.1184
H9 -0.450 4.541 1.098  0.0930
H10 -1.125 3.741 2.451  0.0861
H11 -1.811 3.384 0.860  0.0842
C6 1.250 -1.839 3.339  0.0326
C7 1.384 -2.880 2.276  -0.5069
O9 0.453 -3.717 2.181  -0.1949
N3 2.446 -2.863 1.493  0.0693
C8 2.554 -3.746 0.357  -0.0384
H12 0.323 -1.270 3.287  0.0911
H13 1.999 -1.052 3.212  0.0821
H14 1.378 -2.304 4.315  0.1082
H15 3.146 -2.156 1.649  0.1569
H16 3.336 -3.373 -0.310  0.1024
H17 1.652 -3.765 -0.250  0.0790
H18 2.954 -4.738 0.573  0.1037

As for the calculated total energy: -47558.416 eV. Its net charge is +1. For the relative energy (zero: lowest compared OMol25 entry of this formula, charge and spin), the calculation gives 0.0 kJ/mol. The calculation puts the max |F| at 2.37 eV/Å. Its HOMO energy is -12.1022 eV. The value obtained for the gap between HOMO and LUMO is 6.75 eV.



No. 7
Below is a 2-piece molecular cluster, C3H8N2 overall at a distorted geometry, with properties calculated with wB97M-V/def2-TZVPD.

Each line ends with the Löwdin charge.
CARTESIAN COORDINATES (ANGSTROEM)
C1 -2.135 -2.756 1.397  -0.0317
C2 -1.015 -1.920 1.344  -0.2808
N1 -0.572 -1.277 0.220  0.0139
H1 -2.569 -3.267 0.614  -0.0044
H2 -2.674 -3.052 2.287  0.0257
H3 -0.535 -1.631 2.309  0.1054
H4 -0.704 -1.700 -0.753  0.1314
H5 0.022 -0.518 0.119  0.0398
C3 2.060 2.388 -1.361  -0.1545
N2 1.529 3.552 -1.554  -0.0027
H6 2.156 1.632 -2.162  0.0569
H7 2.608 2.008 -0.537  0.0318
H8 1.536 4.335 -0.820  0.0692

As for the calculated total energy: -6218.190 eV. Its net charge is 0. For the relative energy (zero: lowest compared OMol25 entry of this formula, charge and spin), the calculation gives 352.8 kJ/mol. The calculation puts the max |F| at 4.27 eV/Å. Its HOMO energy is -7.8778 eV. The value obtained for the gap between HOMO and LUMO is 8.56 eV. The structure (SMILES) is C=CN.C=N.



No. 8
Below is an isolated molecule of C21H29N5O2, with properties calculated with wB97M-V/def2-TZVPD.

Each line ends with the Löwdin charge.
CARTESIAN COORDINATES (ANGSTROEM)
C1 4.730 -4.770 3.193  -0.0613
C2 3.488 -3.962 2.985  -0.2737
C3 2.164 -4.295 3.333  -0.1178
N1 1.303 -3.352 2.980  0.0774
N2 2.050 -2.398 2.417  -0.1814
C4 1.413 -1.214 1.881  -0.1462
C5 0.591 -1.524 0.638  -0.1741
C6 -0.165 -0.295 0.154  -0.2051
N3 -0.951 -0.541 -1.060  0.0529
C7 -2.317 -0.782 -0.990  -0.4716
O1 -3.099 -0.174 -1.689  0.0866
C8 -2.755 -1.834 0.007  -0.0920
C9 -4.265 -1.954 0.111  -0.2851
C10 -4.956 -0.722 0.744  -0.1098
C11 -5.787 -1.291 1.897  -0.1694
N4 -5.991 -2.686 1.522  -0.1712
C12 -6.489 -3.515 2.598  -0.1645
C13 -7.896 -3.149 3.003  -0.2089
C14 -8.860 -2.880 2.034  -0.0191
C15 -10.155 -2.559 2.400  -0.0048
C16 -10.518 -2.517 3.743  -0.1498
C17 -11.938 -2.164 4.070  -0.5026
N5 -12.389 -2.557 5.295  0.1616
O2 -12.646 -1.555 3.291  0.0570
C18 -9.557 -2.775 4.713  -0.0329
C19 -8.255 -3.082 4.342  -0.0321
C20 -4.698 -3.111 1.014  -0.1608
C21 3.362 -2.725 2.395  -0.0344
H1 5.609 -4.131 3.272  0.0730
H2 4.662 -5.357 4.109  0.0739
H3 4.900 -5.466 2.369  0.0747
H4 1.810 -5.185 3.831  0.1061
H5 0.779 -0.791 2.662  0.1277
H6 2.200 -0.491 1.661  0.1257
H7 1.241 -1.890 -0.160  0.1229
H8 -0.107 -2.326 0.880  0.0981
H9 -0.805 0.087 0.957  0.1214
H10 0.543 0.503 -0.078  0.1240
H11 -0.792 0.163 -1.769  0.1292
H12 -2.298 -2.784 -0.286  0.1355
H13 -2.333 -1.593 0.989  0.1188
H14 -4.669 -2.110 -0.889  0.1431
H15 -4.228 0.010 1.100  0.1126
H16 -5.581 -0.216 0.011  0.1148
H17 -5.226 -1.230 2.847  0.1233
H18 -6.739 -0.781 2.040  0.1197
H19 -6.473 -4.554 2.257  0.1325
H20 -5.830 -3.459 3.484  0.1221
H21 -8.576 -2.909 0.990  0.1180
H22 -10.907 -2.334 1.656  0.1192
H23 -11.892 -3.230 5.846  0.0887
H24 -13.358 -2.386 5.499  0.1082
H25 -9.800 -2.700 5.766  0.1063
H26 -7.507 -3.260 5.106  0.1107
H27 -4.777 -4.064 0.489  0.1284
H28 -3.971 -3.237 1.840  0.1283
H29 4.099 -2.057 1.977  0.1261

As for the calculated total energy: -33794.061 eV. Its net charge is 0. For the relative energy (zero: lowest compared OMol25 entry of this formula, charge and spin), the calculation gives 143.7 kJ/mol. The calculation puts the max |F| at 0.47 eV/Å. Its HOMO energy is -8.7757 eV. The value obtained for the gap between HOMO and LUMO is 9.44 eV. The structure (SMILES) is Cc1cnn(CCCNC(=O)C[C@@H]2CCN(Cc3ccc(C(N)=O)cc3)C2)c1.